136
Properties=species:S:1:pos:R:3:forces:R:3 method="wB97M-V/def2-TZVPD" multiplicity=1 homo_ev=-10.717 mol_weight_g_mol=898.19 energy_ha=-2872.5045 total_charge=+1 orbital_gap_ev=5.34
O 9.82615 -14.94873 20.93893 0.08 0.52 -0.31
O 5.10116 -15.35415 21.74471 0.04 0.64 0.34
O 7.21591 -9.34710 16.19160 1.40 0.47 -1.26
O 10.28813 -9.29426 17.11735 -0.48 0.34 -0.19
O 8.63122 -6.39157 17.08124 0.11 -0.03 -0.95
O 1.90326 -5.68812 16.23797 0.92 0.22 -0.07
N 7.28774 -6.31434 14.42070 1.17 -0.23 0.19
N 11.37917 -13.92908 15.44291 0.69 0.14 0.19
N 3.14605 -8.57896 22.59468 1.64 -0.56 -0.16
N 2.99471 -9.21467 12.00003 -0.12 0.39 0.45
N 8.30344 -9.16848 12.92192 0.18 -0.76 -0.62
N 1.91245 -10.73893 17.49800 0.84 -0.01 1.15
N 5.62182 -13.22923 14.56888 -0.29 0.31 0.04
C 3.55555 -13.30396 15.78505 -0.14 0.55 -0.15
C 4.97652 -12.97892 22.19191 -0.43 -0.83 -0.13
C 7.52044 -11.15598 11.72685 0.47 0.28 1.00
C 8.94988 -14.17680 21.24985 -0.20 -1.58 -0.12
C 10.42960 -13.69209 14.54810 -0.77 0.92 0.47
C 0.51928 -9.57695 19.11221 0.91 0.18 -0.31
C 8.39703 -5.70085 18.05332 1.28 0.06 0.70
C 2.09863 -8.67507 12.84522 -0.05 0.16 -0.73
C 8.81055 -8.77414 11.72450 -0.57 0.58 0.38
C 5.34983 -9.61924 22.41428 -0.86 0.29 0.99
C 5.69670 -8.70281 21.44466 0.29 -0.41 -0.43
C 2.99175 -6.97753 17.86170 0.60 -0.54 0.50
C 4.02046 -14.11105 20.05896 -0.19 -0.61 0.47
C 5.23364 -4.54702 14.02965 -0.77 -0.34 -0.78
C 7.63091 -10.34718 12.86392 0.50 0.13 0.50
C 8.74259 -6.23320 19.42517 -1.35 -0.03 0.13
C 2.88053 -5.80431 16.95658 -1.29 -0.14 0.20
C 4.38356 -9.68645 13.89006 -0.26 0.30 -0.18
C 5.31521 -14.40733 14.01771 -0.08 -0.03 0.85
C 4.95055 -5.90769 14.17544 0.56 0.97 -0.18
C 4.08844 -9.49294 22.99553 -1.14 1.14 -0.38
C 9.25826 -12.98667 14.87964 0.33 -1.13 0.42
C 8.52284 -14.07601 22.70298 0.50 0.45 -0.10
C 3.52504 -7.76426 21.60807 0.02 0.17 -0.59
C 6.69249 -10.71155 18.25286 0.75 0.26 -0.54
C 4.74773 -14.25406 21.37855 0.73 0.06 -0.55
C 9.07044 -12.65302 16.21306 -0.03 0.61 -0.74
C 6.57507 -9.40902 17.42501 0.14 0.16 -0.48
C 10.11602 -12.76509 17.12170 0.12 0.18 -1.12
C 6.02110 -6.75151 14.37020 0.28 -0.76 -0.09
C 0.85011 -10.02355 17.81643 -0.78 0.40 0.50
C 6.52793 -4.06667 14.05345 -0.17 -0.66 -0.48
C 7.79873 -4.31123 17.99122 -0.17 -1.14 -0.75
C 2.73963 -11.01477 18.54139 0.09 0.27 -0.33
C 8.11737 -13.38377 20.24957 0.60 1.53 1.20
C 2.24583 -8.57832 14.21594 0.68 -0.85 -0.56
C 4.76781 -7.78733 20.97597 0.74 -0.37 0.93
C 3.27311 -14.54533 15.25616 -0.08 -0.35 -0.56
C 11.27995 -13.41269 16.67387 -1.09 0.52 0.09
C 12.41477 -8.83195 18.08875 0.02 0.31 0.49
C 7.52608 -5.01183 14.23211 0.12 0.35 0.84
C 4.71810 -12.67602 15.39642 0.92 -0.48 -0.16
C 4.13040 -9.68868 12.51091 -0.58 0.09 0.46
C 8.71087 -9.48161 10.53665 0.12 0.13 0.91
C 10.98158 -9.30630 18.11623 0.82 0.75 0.08
C 3.42608 -9.12278 14.72489 -0.53 0.38 0.38
C 10.48466 -9.81791 19.44671 -1.09 -0.28 -0.43
C 1.38763 -9.87741 20.15408 0.01 -1.04 -0.21
C 2.51065 -10.67248 19.86332 -0.51 0.94 -0.55
C 8.13262 -10.74604 10.57029 0.12 0.45 -0.92
C 3.90083 -4.69408 17.11306 -1.13 -0.01 -0.50
C 4.13120 -15.09209 14.30042 0.34 0.12 0.75
Be 9.03295 -7.93856 15.21311 -4.44 -1.27 1.06
H 8.71711 -12.88826 19.48772 0.07 -0.68 -0.25
H 8.49530 -3.52722 18.28256 0.03 -0.13 0.22
H 3.97154 -16.09239 13.92449 -0.06 0.05 -0.17
H 7.83575 -12.54802 20.89989 -0.74 0.21 -0.36
H -0.29950 -8.87872 19.21203 -0.20 -0.23 0.20
H 8.59538 -13.04383 23.05464 -0.37 0.12 -0.10
H 12.14149 -13.46489 17.32588 0.13 -0.32 -0.06
H 1.23610 -9.60968 21.19061 -0.24 0.37 -0.10
H 4.58713 -13.67122 19.23783 0.12 0.40 0.28
H 4.38283 -3.93106 13.76596 0.15 0.40 0.24
H 8.72146 -7.32164 19.39284 0.48 0.01 -0.03
H 8.13454 -12.16266 16.44629 0.08 0.07 0.27
H 2.39936 -15.08682 15.59287 -0.08 -0.03 -0.14
H 3.35150 -3.81619 17.45746 0.05 0.02 0.12
H 5.55101 -13.24082 23.07776 -0.05 0.25 0.06
H 9.20647 -14.63366 23.33941 -0.18 -0.34 -0.17
H 5.29630 -10.06514 14.32969 0.04 -0.05 -0.14
H 1.45135 -8.18312 14.83164 0.15 0.19 0.10
H 3.25531 -10.86418 20.62364 0.00 -0.18 0.01
H 3.75265 -10.04936 23.85976 0.26 -0.42 -0.07
H 7.22054 -13.84223 19.83996 0.19 -0.34 0.09
H 2.88517 -12.74879 16.42575 -0.12 -0.29 0.20
H 12.70634 -8.36842 19.03291 -0.13 -0.25 0.19
H 10.61458 -13.99308 13.52503 0.07 -0.25 0.01
H 11.14223 -10.58014 19.86316 0.04 0.04 0.00
H 6.70678 -8.76086 21.05808 0.00 0.22 -0.23
H 2.36525 -7.83435 17.62401 -0.23 0.28 -0.21
H 3.11452 -13.54579 20.28264 -0.11 0.04 -0.52
H 6.89079 -8.55840 18.04574 0.05 0.02 0.39
H 1.22515 -8.25245 12.36386 -0.14 -0.11 -0.02
H 10.31804 -9.04098 20.19459 0.57 0.29 -0.13
H 7.21041 -10.74645 13.77830 0.10 0.33 0.24
H 10.00359 -12.15094 18.00400 0.43 -0.62 0.50
H 6.34404 -10.48084 19.26066 0.00 -0.31 0.11
H 2.69650 -6.58411 18.83906 0.02 -0.17 0.16
H 7.90927 -5.94134 20.07036 0.14 0.04 0.27
H 8.45173 -12.78876 14.18830 0.10 -0.15 -0.21
H 4.80727 -10.07513 11.75960 0.28 -0.16 0.25
H 9.47934 -10.20671 19.27308 0.12 -0.37 0.04
H 8.53519 -4.64057 14.36199 0.22 -0.35 -0.27
H 3.92025 -6.22231 14.08850 0.10 -0.41 0.12
H 2.82068 -7.02593 21.24298 -0.34 -0.06 0.28
H 6.76824 -3.04248 13.80880 0.02 0.06 0.26
H 7.07075 -12.12542 11.88854 -0.19 0.00 -0.31
H 3.53664 -9.05190 15.80004 0.42 -0.33 0.04
H 4.01688 -7.34320 17.95738 0.09 0.13 0.04
H 8.17468 -11.32556 9.65774 -0.26 -0.27 0.12
H 6.04807 -10.33746 22.81863 0.07 0.00 -0.08
H 6.94439 -4.36104 18.66622 -0.06 0.52 -0.03
H 6.18641 -11.59428 17.85573 -0.52 0.32 -0.14
H 3.97851 -12.62035 22.45533 0.03 0.07 0.27
H 4.71550 -4.91408 17.79718 0.17 -0.08 -0.32
H 0.19436 -9.71636 17.00953 -0.01 -0.19 -0.17
H 5.50211 -9.24777 17.24095 -0.26 0.11 0.08
H 9.63996 -5.80688 19.87056 0.14 -0.06 -0.26
H 7.72733 -11.06342 18.25740 0.16 0.38 0.37
H 9.22873 -7.77601 11.69857 0.26 -0.03 0.11
H 4.14694 -4.49571 16.07315 0.71 0.30 0.39
H 3.71060 -11.43068 18.29798 -0.13 -0.43 -0.21
H 6.13709 -14.88740 13.50132 -0.21 0.01 -0.50
H 9.12071 -9.02596 9.64764 0.04 -0.22 -0.10
H 5.43342 -12.17162 21.62145 0.14 -0.23 -0.19
H 5.89721 -7.82211 14.44708 0.04 -0.01 0.21
H 7.49591 -14.43648 22.77290 0.00 0.01 0.20
H 13.03218 -9.72548 17.97670 0.16 0.08 -0.19
H 12.63804 -8.07703 17.33708 -0.19 -0.39 -0.41
H 5.02322 -11.75361 15.87526 -0.10 0.24 -0.20
H 7.48549 -4.17080 16.95722 -0.18 0.32 0.12
H 3.80229 -15.13573 19.76007 -0.34 0.12 -0.11
H 5.12579 -7.07038 20.25113 -0.56 0.15 -0.17